Entry 1:
The molecule C18H21N3O3S in a non-equilibrium geometry, computed with wB97M-V/def2-TZVPD.

Summary:
ΔE to the lowest compared entry with this formula, charge and spin in kcal per mole: 41.46
HOMO in eV: -7.481
Net charge: 0
Gap between HOMO and LUMO in eV: 8.1290
Structure (SMILES): O=c1c2c3c(sc2nc(NCCO)n1Cc1ccco1)CCCCC3
Maximum force in eV/Å: 1.016
2S+1: 1

```
46
C18H21N3O3S (wB97M-V/def2-TZVPD)
O -0.35 -2.23 0.84
C -0.16 -1.03 0.72
C -1.14 -0.03 0.38
C -2.54 -0.20 0.11
C -3.15 0.98 -0.15
S -2.04 2.34 -0.08
C -0.73 1.29 0.32
N 0.52 1.73 0.53
C 1.41 0.83 0.82
N 2.67 1.25 1.13
C 3.08 2.59 0.78
C 3.79 2.61 -0.58
O 4.93 1.78 -0.59
N 1.13 -0.50 0.92
C 2.18 -1.47 1.23
C 3.27 -1.48 0.21
C 4.63 -1.57 0.34
C 5.15 -1.55 -0.97
C 4.08 -1.45 -1.80
O 2.94 -1.41 -1.09
C -4.57 1.26 -0.52
C -5.18 0.11 -1.33
C -5.65 -1.06 -0.46
C -4.66 -1.45 0.63
C -3.21 -1.54 0.15
H 3.41 0.57 1.02
H 2.20 3.22 0.76
H 3.77 2.95 1.56
H 4.04 3.64 -0.86
H 3.12 2.19 -1.34
H 5.59 2.15 0.01
H 2.59 -1.28 2.22
H 1.65 -2.44 1.24
H 5.18 -1.64 1.26
H 6.18 -1.59 -1.25
H 4.00 -1.39 -2.87
H -4.60 2.18 -1.11
H -5.17 1.43 0.38
H -4.43 -0.24 -2.05
H -6.03 0.49 -1.90
H -6.60 -0.79 0.01
H -5.83 -1.92 -1.11
H -4.96 -2.43 1.03
H -4.71 -0.74 1.46
H -3.18 -2.00 -0.85
H -2.63 -2.18 0.81
```

=====

Entry 2:
The molecule C18H21N3O4S2 in a non-equilibrium geometry, computed with wB97M-V/def2-TZVPD.

Summary:
ΔE to the lowest compared entry with this formula, charge and spin in kcal per mole: 39.17
HOMO in eV: -8.607
Net charge: 0
Gap between HOMO and LUMO in eV: 8.6839
Structure (SMILES): Cc1nc2ccc(S(=O)(=O)N[C@H](C(=O)NCc3ccco3)C(C)C)cc2s1
Maximum force in eV/Å: 1.118
2S+1: 1

```
48
C18H21N3O4S2 (wB97M-V/def2-TZVPD)
C -6.56 -2.26 -0.70
C -5.37 -1.59 -0.14
N -4.46 -2.17 0.55
C -3.47 -1.32 0.94
C -2.36 -1.67 1.70
C -1.44 -0.69 2.00
C -1.63 0.62 1.57
S -0.40 1.85 1.92
O -1.01 3.08 2.33
O 0.61 1.29 2.78
N 0.32 2.20 0.44
C 0.20 1.28 -0.68
C 0.61 -0.14 -0.28
O 0.12 -1.11 -0.84
N 1.56 -0.22 0.65
C 2.10 -1.49 1.10
C 3.50 -1.67 0.62
C 4.00 -1.97 -0.61
C 5.41 -1.95 -0.49
C 5.66 -1.63 0.81
O 4.52 -1.46 1.49
C 1.08 1.73 -1.87
C 2.55 1.88 -1.47
C 0.55 3.03 -2.47
C -2.74 1.00 0.83
C -3.66 0.02 0.52
S -5.12 0.15 -0.40
H -6.55 -3.31 -0.43
H -7.47 -1.79 -0.33
H -6.56 -2.17 -1.79
H -2.23 -2.69 2.02
H -0.56 -0.90 2.59
H 0.06 3.14 0.18
H -0.84 1.21 -1.04
H 1.83 0.61 1.16
H 1.45 -2.27 0.68
H 2.08 -1.53 2.20
H 3.42 -2.18 -1.49
H 6.12 -2.14 -1.26
H 6.58 -1.51 1.35
H 0.99 0.94 -2.62
H 2.97 0.92 -1.19
H 3.11 2.27 -2.31
H 2.64 2.56 -0.63
H 1.08 3.25 -3.39
H 0.70 3.86 -1.79
H -0.51 2.95 -2.70
H -2.87 2.03 0.54
```

=====

Entry 3:
C18H21N4O2STi as an isolated structure in a non-equilibrium geometry, computed with wB97M-V/def2-TZVPD.

Summary:
ΔE to the lowest compared entry with this formula, charge and spin in kcal per mole: 0.00
HOMO (spin up / spin down) in eV: -14.142 / -14.149
Net charge: +2
Gap between HOMO and LUMO (spin up / spin down) in eV: 6.8502 / 6.8511
Maximum force in eV/Å: 3.021
Expectation value of S²: 0.754
2S+1: 2

```
47
C18H21N4O2STi (wB97M-V/def2-TZVPD)
Ti -0.31 0.23 -0.50
C -0.91 -2.95 2.39
C -0.68 -2.07 1.22
N -0.74 -0.82 1.26
N -1.08 -0.19 2.43
C -1.01 1.18 2.45
N -1.33 1.74 3.59
S -0.56 2.10 1.09
C -0.34 -2.63 -0.14
C -0.28 -3.96 -0.40
C 0.05 -4.38 -1.70
C 0.31 -3.44 -2.65
C 0.22 -2.09 -2.30
N -0.10 -1.71 -1.08
H -0.66 -2.47 3.34
H -0.29 -3.84 2.33
H -1.96 -3.26 2.42
H -1.36 -0.73 3.23
H -1.60 1.23 4.41
H -1.29 2.75 3.66
H -0.50 -4.68 0.38
H 0.10 -5.43 -1.94
H 0.58 -3.72 -3.66
H 0.40 -1.32 -3.03
C 2.26 3.85 -7.12
C 1.77 3.25 -5.82
C 2.66 2.73 -4.90
C 2.24 2.17 -3.70
C 3.34 1.68 -2.76
C 0.84 2.10 -3.46
C -0.09 2.68 -4.37
C -1.59 2.84 -4.16
C 0.41 3.24 -5.53
C 0.41 1.39 -2.31
O -0.88 1.08 -2.06
O 1.20 0.92 -1.40
H 3.27 3.52 -7.36
H 2.28 4.94 -7.03
H 1.60 3.61 -7.95
H 3.72 2.77 -5.11
H 4.30 1.95 -3.18
H 3.32 0.60 -2.63
H 3.25 2.12 -1.77
H -2.10 1.94 -3.84
H -2.04 3.18 -5.09
H -1.78 3.62 -3.41
H -0.29 3.69 -6.23
```

=====

Entry 4:
The molecule C18H21N4O3PS in a non-equilibrium geometry, computed with wB97M-V/def2-TZVPD.

Summary:
HOMO in eV: -7.741
Net charge: 0
Gap between HOMO and LUMO in eV: 7.1228
Structure (SMILES): CCOP(=O)(Nc1ccc2c(c1)/C(=N\NC(N)=S)c1ccccc1-2)OCC
Maximum force in eV/Å: 3.607
2S+1: 1

```
48
C18H21N4O3PS (wB97M-V/def2-TZVPD)
C 1.31 -1.10 -2.22
C 0.78 -1.99 -1.12
O -0.49 -2.58 -1.53
P -1.66 -2.35 -0.38
O -1.05 -2.46 0.99
N -2.39 -0.80 -0.71
C -1.66 0.39 -0.64
C -1.87 1.42 -1.54
C -1.07 2.59 -1.51
C -0.07 2.69 -0.57
C 0.11 1.70 0.40
C -0.75 0.61 0.40
C 1.21 2.15 1.28
N 1.68 1.61 2.38
N 1.17 0.41 2.83
C 1.95 -0.69 3.15
N 1.39 -1.91 3.35
S 3.58 -0.71 3.01
C 1.62 3.43 0.75
C 2.58 4.31 1.21
C 2.74 5.53 0.57
C 1.99 5.86 -0.55
C 1.04 4.95 -1.04
C 0.89 3.75 -0.39
O -2.83 -3.43 -0.60
C -2.35 -4.79 -0.48
C -3.62 -5.66 -0.47
H 1.65 -1.81 -2.97
H 2.16 -0.49 -1.85
H 0.55 -0.45 -2.62
H 1.45 -2.86 -1.02
H 0.81 -1.45 -0.20
H -2.98 -0.98 -1.52
H -2.66 1.35 -2.25
H -1.20 3.38 -2.21
H -0.72 -0.06 1.23
H 0.16 0.29 2.94
H 2.08 -2.65 3.36
H 0.52 -2.08 2.91
H 3.19 4.08 2.09
H 3.49 6.25 0.92
H 2.17 6.79 -1.11
H 0.47 5.26 -1.90
H -1.71 -4.94 0.41
H -1.82 -5.00 -1.39
H -4.33 -5.30 -1.27
H -4.17 -5.58 0.47
H -3.33 -6.70 -0.62
```

=====

Entry 5:
C18H22BBaF6O22PPd as an isolated structure in a non-equilibrium geometry, computed with wB97M-V/def2-TZVPD.

Summary:
ΔE to the lowest compared entry with this formula, charge and spin in kcal per mole: 89.94
HOMO (spin up / spin down) in eV: -9.256 / -9.657
Net charge: 0
Gap between HOMO and LUMO (spin up / spin down) in eV: 6.3693 / 6.7490
Maximum force in eV/Å: 5.246
Expectation value of S²: 2.005
2S+1: 3

```
72
C18H22BBaF6O22PPd (wB97M-V/def2-TZVPD)
Pd 2.19 -0.62 0.33
Ba 1.69 2.83 2.85
B 4.32 -0.96 0.27
H 3.93 -0.59 -0.67
H 5.38 -1.15 0.18
H 4.09 -0.28 1.07
H 3.84 -1.90 0.48
P 0.45 0.88 1.01
O 1.69 1.36 0.14
O -0.37 2.11 1.51
O 1.51 0.35 2.06
O 0.03 -0.38 0.34
C 0.82 1.46 -2.69
C -0.13 2.41 -2.18
O -1.34 1.73 -2.66
C -1.07 1.07 -3.84
O -1.89 0.56 -4.57
O 0.26 1.10 -3.96
F -0.07 3.58 -2.79
H 0.88 0.59 -2.04
H 1.78 1.98 -2.73
H 0.05 2.65 -1.13
C -0.73 -5.16 -0.68
C -0.25 -5.91 0.58
O 0.66 -4.97 1.10
C 0.74 -3.88 0.38
O 1.53 -2.92 0.56
O -0.03 -3.92 -0.63
F 0.34 -6.99 0.05
H -1.78 -4.90 -0.56
H -0.59 -5.70 -1.62
H -0.99 -6.21 1.31
C 4.69 3.82 -1.58
C 5.04 2.36 -1.21
O 6.32 2.50 -0.69
C 6.87 3.76 -1.00
O 8.01 4.04 -0.89
O 5.91 4.57 -1.56
F 5.09 1.41 -2.17
H 4.16 4.20 -0.71
H 4.24 4.06 -2.55
H 4.36 1.95 -0.47
C -2.23 -1.40 -1.51
C -2.98 -0.45 -0.67
O -3.65 -1.45 0.09
C -3.92 -2.47 -0.68
O -4.81 -3.25 -0.42
O -3.22 -2.28 -1.81
F -3.89 0.24 -1.42
H -1.50 -1.85 -0.84
H -1.81 -0.88 -2.38
H -2.30 0.21 -0.12
C -0.31 -2.45 3.18
C -1.66 -2.19 2.54
O -2.55 -2.25 3.59
C -1.91 -2.19 4.77
O -2.49 -2.18 5.85
O -0.54 -2.04 4.50
F -2.08 -3.22 1.76
H 0.46 -1.83 2.70
H 0.01 -3.49 3.19
H -1.71 -1.27 1.97
C -3.51 4.14 1.46
C -3.58 2.70 0.96
O -4.04 2.74 -0.34
C -4.56 3.96 -0.55
O -5.02 4.34 -1.59
O -4.46 4.72 0.56
F -4.42 1.96 1.69
H -2.57 4.66 1.29
H -3.79 4.32 2.50
H -2.60 2.24 1.11
```

=====

Entry 6:
The molecule C18H22ClF2N3O4, computed with wB97M-V/def2-TZVPD.

Summary:
ΔE to the lowest compared entry with this formula, charge and spin in kcal per mole: 8.26
HOMO in eV: -9.235
Net charge: 0
Gap between HOMO and LUMO in eV: 9.1051
Structure (SMILES): CN(CCCCNC(=O)c1cc2nc(Cl)ccc2o1)C(=O)[C@](C)(O)CC(F)F
Maximum force in eV/Å: 0.380
2S+1: 1

```
50
C18H22ClF2N3O4 (wB97M-V/def2-TZVPD)
C -3.12 0.66 -1.36
N -2.08 -0.36 -1.41
C -0.72 0.16 -1.24
C -0.15 0.71 -2.55
C 1.30 1.20 -2.51
C 2.23 0.51 -1.51
N 2.00 0.90 -0.13
C 2.42 2.10 0.35
O 3.05 2.91 -0.31
C 2.03 2.37 1.76
C 1.07 1.85 2.55
C 1.17 2.55 3.80
N 0.47 2.45 4.93
C 0.83 3.27 5.88
Cl -0.06 3.17 7.37
C 1.86 4.21 5.80
C 2.59 4.33 4.64
C 2.21 3.46 3.62
O 2.74 3.35 2.38
C -2.46 -1.65 -1.51
O -3.64 -1.97 -1.54
C -1.42 -2.80 -1.53
C -1.24 -3.24 -0.07
O -0.18 -2.37 -2.08
C -2.01 -3.92 -2.40
C -1.31 -5.25 -2.26
F -1.79 -6.12 -3.18
F 0.05 -5.13 -2.51
H -4.08 0.20 -1.59
H -3.17 1.11 -0.36
H -2.91 1.44 -2.08
H -0.77 0.95 -0.49
H -0.08 -0.62 -0.86
H -0.23 -0.10 -3.28
H -0.79 1.52 -2.91
H 1.73 1.10 -3.50
H 1.34 2.27 -2.28
H 2.14 -0.57 -1.57
H 3.26 0.77 -1.76
H 1.60 0.24 0.51
H 0.35 1.08 2.30
H 2.07 4.84 6.66
H 3.39 5.04 4.52
H -2.18 -3.61 0.34
H -0.48 -4.02 0.01
H -0.91 -2.39 0.54
H 0.31 -3.17 -2.32
H -3.05 -4.07 -2.14
H -1.96 -3.62 -3.45
H -1.41 -5.72 -1.28
```

=====

Entry 7:
The molecule C18H22ClN3O3 in a non-equilibrium geometry, computed with wB97M-V/def2-TZVPD.

Summary:
ΔE to the lowest compared entry with this formula, charge and spin in kcal per mole: 35.40
HOMO in eV: -9.075
Net charge: 0
Gap between HOMO and LUMO in eV: 9.8551
Structure (SMILES): CCOC(=O)[C@@H]1CCCN(Cc2nc(Cc3ccccc3Cl)no2)C1
Maximum force in eV/Å: 1.263
2S+1: 1

```
47
C18H22ClN3O3 (wB97M-V/def2-TZVPD)
C -0.58 -3.68 0.41
C -2.03 -3.35 0.73
O -2.20 -1.94 0.91
C -2.50 -1.21 -0.17
O -2.69 -1.67 -1.27
C -2.56 0.26 0.17
C -3.87 0.88 -0.32
C -3.83 2.38 -0.09
C -2.60 2.99 -0.77
N -1.40 2.38 -0.23
C -0.20 3.04 -0.70
C 0.99 2.66 0.11
N 1.48 1.48 0.32
C 2.57 1.73 1.11
C 3.46 0.65 1.62
C 3.46 -0.52 0.67
C 3.01 -1.77 1.07
C 3.00 -2.84 0.19
C 3.44 -2.67 -1.11
C 3.89 -1.43 -1.53
C 3.90 -0.37 -0.64
Cl 4.47 1.18 -1.18
N 2.73 3.00 1.36
O 1.70 3.61 0.72
C -1.38 0.95 -0.53
H -0.46 -4.75 0.33
H -0.28 -3.22 -0.53
H 0.07 -3.30 1.20
H -2.68 -3.68 -0.09
H -2.34 -3.80 1.67
H -2.46 0.38 1.25
H -4.72 0.44 0.21
H -3.99 0.66 -1.39
H -3.77 2.59 0.98
H -4.73 2.85 -0.49
H -2.56 4.06 -0.56
H -2.67 2.85 -1.86
H 0.02 2.80 -1.76
H -0.32 4.12 -0.60
H 4.46 1.07 1.74
H 3.10 0.34 2.60
H 2.67 -1.90 2.08
H 2.65 -3.80 0.52
H 3.43 -3.49 -1.80
H 4.23 -1.28 -2.54
H -0.44 0.54 -0.17
H -1.46 0.77 -1.62
```

=====

Entry 8:
C18H22F5IrN14OTe as an isolated structure, computed with wB97M-V/def2-TZVPD.

Summary:
ΔE to the lowest compared entry with this formula, charge and spin in kcal per mole: 0.00
HOMO (spin up / spin down) in eV: -11.405 / -11.405
Net charge: +1
Gap between HOMO and LUMO (spin up / spin down) in eV: 7.6123 / 6.0530
Maximum force in eV/Å: 0.569
Expectation value of S²: 0.756
2S+1: 2

```
62
C18H22F5IrN14OTe (wB97M-V/def2-TZVPD)
Ir -0.23 0.97 -0.15
N 0.13 2.10 3.04
C 1.25 2.01 2.25
N 2.49 2.17 2.67
N 3.25 1.91 1.60
N 2.54 1.61 0.58
N 1.23 1.72 0.93
C -0.86 1.16 2.82
N -1.78 0.75 3.68
N -2.53 -0.11 2.97
N -2.10 -0.22 1.77
N -1.02 0.57 1.64
H 0.30 2.34 4.01
N 0.45 3.65 -1.63
C -0.62 3.84 -0.76
C -1.04 5.14 -0.48
C -2.13 5.34 0.33
C -2.82 4.24 0.83
C -2.33 2.99 0.55
N -1.23 2.78 -0.21
C 0.63 2.61 -2.53
C 1.22 2.84 -3.77
C 1.38 1.79 -4.63
C 0.90 0.52 -4.29
C 0.34 0.36 -3.05
N 0.25 1.38 -2.16
H 0.91 4.51 -1.90
H -0.51 5.98 -0.92
H -2.46 6.34 0.56
H -3.70 4.34 1.44
H -2.82 2.10 0.93
H 1.54 3.84 -4.03
H 1.84 1.94 -5.60
H 0.97 -0.32 -4.96
H 0.56 -1.44 -2.44
F 4.23 -0.15 -3.19
Te 3.21 0.13 -1.65
F 3.84 1.94 -1.95
F 0.83 -0.70 -0.02
F 4.62 -0.40 -0.59
F 2.63 -1.77 -2.08
O -0.18 -0.81 -2.61
C -2.11 -3.43 0.83
C -1.92 -4.91 1.47
N -0.52 -5.15 1.58
C 0.10 -4.27 2.52
C -0.16 -2.75 2.00
N -0.80 -2.88 0.73
C 0.01 -3.56 -0.22
C 0.13 -5.09 0.30
H -2.73 -2.82 1.49
H -2.56 -3.51 -0.15
H -2.39 -5.64 0.82
H -2.38 -4.94 2.45
H 1.17 -4.45 2.57
H -0.35 -4.38 3.50
H 0.79 -2.23 1.88
H -0.81 -2.23 2.70
H 0.99 -3.09 -0.28
H -0.47 -3.55 -1.20
H 1.18 -5.35 0.39
H -0.37 -5.75 -0.40
```

=====

Entry 9:
The molecule C18H22FN3O5S3 in a non-equilibrium geometry, computed with wB97M-V/def2-TZVPD.

Summary:
ΔE to the lowest compared entry with this formula, charge and spin in kcal per mole: 0.00
HOMO in eV: -8.622
Net charge: 0
Gap between HOMO and LUMO in eV: 9.0771
Structure (SMILES): CSCC[C@H](NS(=O)(=O)c1ccc(F)cc1)C(=O)NCc1ccc(S(N)(=O)=O)cc1
Maximum force in eV/Å: 1.108
2S+1: 1

```
52
C18H22FN3O5S3 (wB97M-V/def2-TZVPD)
C 5.08 1.50 -1.23
S 3.50 1.23 -2.08
C 2.38 1.73 -0.72
C 0.93 1.54 -1.14
C -0.02 1.48 0.06
N -0.64 0.18 0.26
S -0.08 -0.73 1.50
O -0.89 -1.92 1.58
O -0.06 0.12 2.66
C 1.59 -1.20 1.09
C 1.82 -1.83 -0.13
C 3.11 -2.15 -0.49
C 4.15 -1.84 0.38
F 5.41 -2.14 0.03
C 3.93 -1.22 1.60
C 2.63 -0.90 1.96
C -1.21 2.46 -0.07
O -1.46 3.07 -1.08
N -1.97 2.50 1.06
C -3.42 2.63 0.92
C -3.82 1.29 0.35
C -3.85 0.18 1.20
C -3.63 -1.09 0.69
C -3.39 -1.23 -0.66
S -2.43 -2.60 -1.27
N -2.43 -3.68 -0.01
O -1.11 -2.02 -1.45
O -3.01 -3.24 -2.41
C -3.52 -0.16 -1.53
C -3.76 1.10 -1.02
H 5.18 2.55 -0.97
H 5.86 1.22 -1.93
H 5.14 0.87 -0.35
H 2.59 2.77 -0.48
H 2.63 1.10 0.14
H 0.62 2.35 -1.80
H 0.84 0.61 -1.70
H 0.50 1.71 1.00
H -0.81 -0.39 -0.57
H 0.98 -2.05 -0.77
H 3.34 -2.61 -1.44
H 4.76 -1.01 2.25
H 2.40 -0.41 2.89
H -1.68 1.86 1.78
H -3.85 2.84 1.90
H -3.63 3.45 0.23
H -3.95 0.32 2.26
H -3.57 -1.94 1.34
H -1.82 -3.33 0.73
H -2.19 -4.61 -0.31
H -3.37 -0.32 -2.58
H -3.80 1.95 -1.69
```